C2H4N2O3S | wB97M-V/def2-TZVPD

Last column: Löwdin charge in e.
Element x y z (Å)
C (-0.367, 0.206, -0.096)  -0.650
C (-0.719, 1.258, -1.204)  0.033
N (0.722, -0.598, 1.520)  -0.112
N (-0.121, 0.501, 1.233)  0.017
O (-1.455, 0.017, 0.807)  0.016
O (0.156, -0.943, -0.676)  -0.290
O (2.504, -1.939, 0.090)  -0.402
S (1.125, -2.070, 0.242)  1.048
H (-1.360, 2.055, -0.770)  0.090
H (-1.110, 0.623, -1.922)  0.042
H (0.235, 1.883, -1.616)  0.138
H (0.391, -0.993, 2.392)  0.070

Values from the calculation:
- spin multiplicity = 1
- HOMO-LUMO gap (eV) = 9.370
- ΔE to the lowest compared entry with this formula, charge and spin (eV) = 5.479
- HOMO energy (eV) = -9.89